1.
DFT (ωB97M-V/def2-TZVPD) results for an isolated molecule of C4H5NO at a distorted geometry.

CARTESIAN COORDINATES (ANGSTROEM)
C  -1.885  0.014  -0.152
C  -0.833  0.818  -0.059
O  -0.570  2.008  0.022
N  0.618  -0.085  0.210
C  1.705  0.174  -0.709
C  1.738  0.763  0.406
H  -1.817  -1.077  -0.101
H  -2.841  0.227  -0.242
H  0.680  -0.863  0.886
H  1.869  -0.277  -1.551
H  2.070  1.470  1.071

Computed properties:
Orbital gap ... 7.912 eV
HOMO ... -7.4573 eV
Largest force on an atom ... 5.254 eV/Å
LUMO energy ... 0.45 eV
SMILES ... C=C([O-])[NH+]1C=C1
Spin multiplicity ... 1

***

2.
DFT (ωB97M-V/def2-TZVPD) results for a structure of composition C12H8BCl4F6FeN2O2Sb.

CARTESIAN COORDINATES (ANGSTROEM)
Fe  0.066  -0.212  0.318
Cl  -1.174  0.105  -6.191
C  -0.426  -0.031  -4.673
C  0.901  -0.732  -4.618
Cl  1.521  -1.336  -6.077
C  1.601  -0.877  -3.478
Cl  3.121  -1.631  -3.375
C  1.018  -0.374  -2.244
O  1.552  -0.407  -1.152
C  -0.364  0.275  -2.299
O  -0.816  0.598  -1.216
C  -1.020  0.480  -3.579
Cl  -2.505  1.300  -3.585
F  -1.807  -0.756  1.049
Sb  -2.229  -2.404  0.086
F  -3.964  -2.426  0.753
F  -2.774  -1.333  -1.368
F  -2.319  -3.903  -1.014
F  -0.392  -2.047  -0.514
F  -1.550  -3.369  1.511
C  0.332  4.000  2.352
C  1.141  3.719  1.262
C  1.066  2.467  0.688
N  0.241  1.522  1.148
C  -0.540  1.788  2.200
C  -0.523  3.020  2.827
H  0.376  4.968  2.833
H  1.826  4.455  0.865
H  1.687  2.192  -0.156
H  -1.175  0.981  2.540
H  -1.168  3.198  3.675
B  1.510  -2.492  4.013
C  1.149  -1.647  2.734
N  0.904  -1.024  1.793
H  0.810  -3.482  3.956
H  2.688  -2.775  3.957
H  1.236  -1.809  4.980

Computed properties:
Orbital gap (spin up / spin down) ... 5.066 / 5.063 eV
HOMO (spin up / spin down) ... -8.8529 / -8.8493 eV
Largest force on an atom ... 0.739 eV/Å
LUMO energy (spin up / spin down) ... -3.79 / -3.79 eV
Spin multiplicity ... 1

***

3.
DFT (ωB97M-V/def2-TZVPD) results for a cluster of 15 separate species, C66H176B4F16N11O22 in total at a distorted geometry.

CARTESIAN COORDINATES (ANGSTROEM)
C  10.289  4.124  3.644
O  9.238  4.853  3.026
C  9.259  6.234  3.260
C  8.110  6.852  2.538
N  6.818  6.253  3.126
H  6.716  5.264  2.886
H  6.965  6.260  4.135
C  5.500  6.901  2.810
C  4.766  6.275  1.640
O  4.781  4.893  1.857
C  4.241  4.096  0.800
H  10.146  4.197  4.725
H  11.323  4.450  3.491
H  10.299  3.093  3.301
H  10.173  6.490  2.707
H  9.413  6.576  4.289
H  7.946  6.665  1.479
H  8.065  7.919  2.754
H  5.707  7.962  2.666
H  4.894  6.851  3.714
H  5.156  6.747  0.731
H  3.764  6.717  1.694
H  3.219  4.426  0.602
H  4.253  3.036  1.048
H  4.888  4.186  -0.077
C  -1.053  -4.358  0.590
O  -0.305  -3.435  1.330
C  1.094  -3.685  1.329
C  1.818  -2.388  1.774
N  1.591  -1.177  0.901
H  2.313  -1.003  0.199
H  0.685  -1.130  0.440
C  1.676  0.176  1.636
C  1.677  1.270  0.574
O  2.856  1.050  -0.203
C  2.882  1.674  -1.458
H  -2.053  -3.939  0.449
H  -1.440  -5.190  1.203
H  -0.620  -4.843  -0.284
H  1.472  -4.050  0.368
H  1.203  -4.601  1.919
H  2.874  -2.628  1.674
H  1.455  -2.140  2.765
H  2.682  0.212  2.058
H  0.958  0.297  2.441
H  1.711  2.287  0.979
H  0.845  1.268  -0.136
H  1.937  1.457  -1.968
H  3.695  1.209  -2.018
H  3.092  2.748  -1.500
C  -1.738  -4.643  -3.473
O  -0.490  -4.551  -4.121
C  0.623  -4.988  -3.409
C  1.868  -4.742  -4.226
N  1.825  -3.370  -4.808
H  2.655  -2.961  -5.236
H  1.050  -3.290  -5.465
C  1.608  -2.292  -3.762
C  1.866  -0.934  -4.448
O  2.592  -1.084  -5.673
C  2.156  -0.132  -6.611
H  -2.607  -4.372  -4.066
H  -1.817  -4.022  -2.571
H  -1.893  -5.623  -3.017
H  0.590  -5.992  -2.981
H  0.746  -4.342  -2.527
H  1.970  -5.446  -5.053
H  2.828  -4.738  -3.708
H  2.257  -2.455  -2.904
H  0.580  -2.232  -3.413
H  2.226  -0.202  -3.724
H  0.866  -0.568  -4.701
H  2.218  0.909  -6.273
H  1.084  -0.265  -6.799
H  2.607  -0.168  -7.601
C  -2.277  1.995  -7.093
O  -1.927  3.379  -7.049
C  -1.460  3.837  -8.302
C  -1.094  5.306  -8.083
N  -0.426  5.548  -6.720
H  -1.107  5.500  -5.969
H  0.189  4.750  -6.547
C  0.424  6.760  -6.581
C  1.658  6.480  -5.691
O  1.154  6.068  -4.408
C  2.227  5.588  -3.597
H  -2.317  1.648  -6.062
H  -1.476  1.440  -7.587
H  -3.215  1.880  -7.636
H  -2.180  3.852  -9.125
H  -0.586  3.298  -8.678
H  -1.918  6.008  -7.962
H  -0.498  5.592  -8.950
H  -0.127  7.459  -5.953
H  0.684  7.104  -7.578
H  2.344  7.324  -5.623
H  2.165  5.560  -6.002
H  3.057  6.299  -3.585
H  2.620  4.645  -3.989
H  1.996  5.395  -2.551
C  -5.632  2.002  -3.759
O  -5.341  2.223  -2.384
C  -5.251  1.057  -1.578
C  -4.674  1.398  -0.228
N  -5.505  2.521  0.289
H  -5.430  3.251  -0.423
H  -6.499  2.302  0.183
C  -5.478  3.051  1.720
C  -4.117  3.372  2.310
O  -3.436  2.072  2.297
C  -2.028  2.130  2.394
H  -6.652  1.648  -3.913
H  -4.842  1.339  -4.117
H  -5.555  2.958  -4.275
H  -4.743  0.220  -2.068
H  -6.282  0.677  -1.628
H  -3.650  1.767  -0.307
H  -4.513  0.576  0.466
H  -6.072  2.416  2.372
H  -6.095  3.934  1.535
H  -4.072  3.473  3.393
H  -3.572  4.165  1.792
H  -1.670  1.222  2.874
H  -1.773  3.051  2.925
H  -1.711  2.179  1.346
C  -0.083  -7.195  2.313
O  -0.231  -8.609  2.272
C  -1.476  -9.153  2.620
C  -1.491  -10.495  1.912
N  -1.545  -10.257  0.380
H  -2.252  -9.533  0.210
H  -0.708  -9.723  0.137
C  -1.806  -11.408  -0.576
C  -1.939  -10.943  -2.016
O  -3.122  -10.255  -2.164
C  -3.303  -9.821  -3.529
H  0.961  -6.893  2.305
H  -0.675  -6.777  3.131
H  -0.499  -6.789  1.384
H  -2.321  -8.509  2.354
H  -1.566  -9.258  3.706
H  -2.437  -11.034  1.983
H  -0.720  -11.201  2.209
H  -2.648  -12.008  -0.240
H  -0.915  -12.037  -0.585
H  -1.899  -11.853  -2.629
H  -0.985  -10.471  -2.289
H  -4.274  -9.352  -3.651
H  -3.301  -10.684  -4.198
H  -2.487  -9.143  -3.777
C  -7.034  2.531  5.385
O  -5.917  3.321  4.947
C  -6.001  4.736  5.162
C  -5.367  5.043  6.555
N  -3.946  4.518  6.655
H  -3.456  4.674  5.773
H  -3.387  5.101  7.279
C  -3.817  3.077  7.145
C  -2.355  2.623  7.033
O  -1.804  2.705  5.722
C  -0.425  2.253  5.753
H  -7.871  2.812  4.741
H  -7.341  2.721  6.414
H  -6.816  1.486  5.177
H  -6.934  5.271  4.980
H  -5.336  5.122  4.385
H  -5.895  4.597  7.396
H  -5.351  6.122  6.710
H  -4.400  2.372  6.559
H  -4.242  3.123  8.146
H  -2.311  1.542  7.196
H  -1.591  3.148  7.617
H  0.178  2.945  6.340
H  -0.059  2.202  4.726
H  -0.226  1.213  6.022
C  -3.266  10.986  0.923
O  -2.885  9.901  0.073
C  -1.559  10.132  -0.407
C  -1.150  9.119  -1.509
N  -1.940  7.835  -1.428
H  -2.849  8.269  -1.600
H  -1.565  7.290  -2.205
C  -1.925  6.915  -0.215
C  -0.598  6.116  -0.160
O  -0.426  5.393  -1.347
C  -1.195  4.165  -1.399
H  -4.277  10.728  1.232
H  -3.237  11.931  0.383
H  -2.624  10.993  1.806
H  -0.871  10.058  0.449
H  -1.305  11.187  -0.550
H  -0.096  8.914  -1.314
H  -1.169  9.485  -2.534
H  -2.794  6.286  -0.399
H  -2.128  7.650  0.565
H  -0.510  5.467  0.713
H  0.208  6.853  -0.138
H  -0.604  3.504  -2.033
H  -2.193  4.418  -1.750
H  -1.160  3.543  -0.501
C  5.876  -0.161  -4.755
O  6.182  1.028  -4.024
C  6.925  0.742  -2.872
C  8.398  0.540  -3.196
N  8.910  1.756  -3.956
H  8.324  1.861  -4.785
H  8.802  2.617  -3.428
C  10.311  1.517  -4.489
C  10.687  2.623  -5.472
O  10.822  3.868  -4.836
C  12.133  4.021  -4.258
H  5.225  -0.903  -4.291
H  6.758  -0.735  -5.057
H  5.466  0.156  -5.712
H  6.647  -0.166  -2.324
H  6.834  1.508  -2.097
H  8.598  -0.348  -3.789
H  9.016  0.543  -2.297
H  10.564  0.544  -4.911
H  10.877  1.542  -3.555
H  9.854  2.755  -6.170
H  11.523  2.313  -6.104
H  12.246  4.940  -3.695
H  12.744  4.100  -5.165
H  12.566  3.123  -3.812
C  -7.867  -9.334  -2.031
O  -6.882  -8.417  -1.596
C  -7.119  -7.081  -1.934
C  -6.208  -6.192  -1.080
N  -6.455  -6.399  0.401
H  -7.403  -6.054  0.532
H  -6.433  -7.392  0.634
C  -5.431  -5.827  1.411
C  -5.084  -4.360  1.347
O  -4.660  -4.088  0.030
C  -4.723  -2.741  -0.406
H  -7.517  -10.349  -1.851
H  -8.073  -9.386  -3.103
H  -8.794  -9.164  -1.478
H  -8.180  -6.935  -1.695
H  -6.948  -6.774  -2.969
H  -6.461  -5.145  -1.237
H  -5.158  -6.299  -1.350
H  -4.535  -6.442  1.313
H  -5.811  -6.153  2.381
H  -4.301  -4.097  2.058
H  -5.998  -3.788  1.546
H  -4.375  -1.946  0.260
H  -5.774  -2.398  -0.371
H  -4.475  -2.534  -1.442
C  -3.411  -0.812  6.244
O  -2.321  -1.732  6.068
C  -2.203  -2.241  4.736
C  -0.863  -2.927  4.658
N  -0.590  -3.891  5.792
H  -0.414  -3.404  6.676
H  -1.452  -4.410  5.957
C  0.593  -4.841  5.649
C  0.883  -5.579  6.925
O  1.245  -4.588  7.846
C  1.692  -5.155  9.078
H  -4.362  -1.346  6.296
H  -3.577  -0.152  5.384
H  -3.192  -0.174  7.095
H  -2.189  -1.419  4.018
H  -3.031  -2.942  4.603
H  -0.087  -2.167  4.564
H  -0.801  -3.481  3.718
H  1.340  -4.067  5.449
H  0.348  -5.411  4.754
H  1.686  -6.312  6.801
H  0.048  -6.226  7.227
H  2.502  -5.872  8.938
H  0.796  -5.512  9.591
H  2.095  -4.416  9.769
B  4.283  -2.833  -1.624
F  3.789  -1.691  -0.974
F  3.282  -3.866  -1.614
F  4.617  -2.540  -2.935
F  5.383  -3.299  -0.959
B  2.196  -1.081  5.302
F  1.065  -0.664  4.556
F  2.744  0.030  5.956
F  1.799  -2.053  6.225
F  3.103  -1.651  4.400
B  -2.959  -6.943  -0.950
F  -3.150  -5.568  -0.725
F  -3.476  -7.224  -2.218
F  -1.583  -7.286  -0.754
F  -3.622  -7.676  0.019
B  -1.243  -0.298  -1.008
F  -2.335  -1.160  -1.124
F  -0.988  -0.231  0.395
F  -0.157  -0.973  -1.569
F  -1.531  0.983  -1.520

Computed properties:
Orbital gap ... 7.172 eV
HOMO ... -18.6107 eV
Largest force on an atom ... 3.001 eV/Å
LUMO energy ... -11.44 eV
Spin multiplicity ... 1
Total charge ... +7

***

4.
DFT (ωB97M-V/def2-TZVPD) results for a structure of composition C36H18Br3F10N3O7PS4V at a distorted geometry.

CARTESIAN COORDINATES (ANGSTROEM)
V  0.649  0.015  0.928
F  2.845  -5.523  -4.285
C  2.357  -4.494  -3.586
C  1.363  -3.684  -4.129
F  0.903  -3.920  -5.363
C  0.847  -2.637  -3.376
F  -0.116  -1.902  -3.936
C  1.304  -2.334  -2.093
P  0.363  -0.996  -1.152
C  -1.191  -1.961  -1.233
C  -1.225  -3.083  -0.401
C  -2.379  -3.840  -0.305
C  -3.516  -3.464  -1.005
C  -3.474  -2.374  -1.856
C  -2.307  -1.642  -1.995
C  0.542  0.262  -2.468
C  -0.441  1.140  -2.912
C  -0.118  2.138  -3.817
C  1.176  2.284  -4.282
C  2.165  1.427  -3.828
C  1.852  0.434  -2.921
C  2.337  -3.125  -1.596
Br  3.163  -2.714  0.043
C  2.844  -4.205  -2.319
F  3.810  -4.968  -1.803
H  -0.357  -3.356  0.189
H  -2.393  -4.701  0.347
H  -4.431  -4.026  -0.888
H  -4.354  -2.056  -2.395
H  -2.284  -0.826  -2.695
H  -1.454  1.050  -2.557
H  -0.889  2.816  -4.153
H  1.420  3.056  -4.997
H  3.184  1.544  -4.165
H  2.632  -0.220  -2.548
F  -2.876  -1.714  3.905
C  -2.004  -2.616  3.459
F  -2.652  -3.398  2.585
F  -1.671  -3.395  4.501
S  -0.422  -1.911  2.714
O  -0.913  -1.080  1.640
O  0.238  -3.133  2.406
N  0.063  -1.052  3.938
S  -0.243  0.470  3.705
O  -1.608  0.824  3.548
O  0.713  1.157  2.884
C  0.265  1.052  5.419
F  -0.422  0.467  6.401
F  0.122  2.376  5.564
F  1.559  0.776  5.603
Br  3.015  -2.418  4.485
C  3.482  -0.849  3.546
C  4.561  -0.081  3.968
C  4.915  1.050  3.271
Br  6.391  2.058  3.895
C  4.218  1.482  2.125
C  4.516  2.614  1.343
C  3.733  2.874  0.239
C  2.645  2.059  -0.065
N  2.312  1.000  0.673
C  3.106  0.703  1.734
C  2.724  -0.486  2.431
O  1.726  -1.144  1.954
H  5.121  -0.387  4.840
H  5.346  3.249  1.614
H  3.951  3.723  -0.392
H  2.004  2.273  -0.914
O  -4.040  0.684  -2.556
S  -4.113  0.849  -1.123
O  -5.143  0.105  -0.459
N  -2.608  0.624  -0.474
C  -2.104  1.762  -0.108
S  -0.494  1.983  0.329
C  -2.972  2.949  -0.232
C  -2.686  4.267  0.095
C  -3.637  5.233  -0.191
C  -4.838  4.906  -0.807
C  -5.129  3.584  -1.119
C  -4.194  2.626  -0.801
H  -1.740  4.519  0.550
H  -3.437  6.262  0.071
H  -5.551  5.682  -1.044
H  -6.054  3.311  -1.600

Computed properties:
Orbital gap (spin up / spin down) ... 6.590 / 5.662 eV
HOMO (spin up / spin down) ... -4.8895 / -3.9716 eV
Largest force on an atom ... 4.076 eV/Å
Expectation value of S² ... 0.795
LUMO energy (spin up / spin down) ... 1.70 / 1.69 eV
Spin multiplicity ... 2
Total charge ... -1

***

5.
DFT (ωB97M-V/def2-TZVPD) results for the ion CH5N2Si with charge +1 at a distorted geometry.

CARTESIAN COORDINATES (ANGSTROEM)
C  -1.324  0.448  0.406
Si  0.067  0.112  -0.873
N  1.458  -0.783  -0.574
N  2.373  -1.238  0.129
H  -1.271  1.477  0.522
H  -2.325  0.247  0.093
H  -1.090  -0.203  1.272
H  -0.382  0.765  -2.040
H  2.492  -0.824  1.066

Computed properties:
Orbital gap (spin up / spin down) ... 7.817 / 7.817 eV
HOMO (spin up / spin down) ... -14.8058 / -14.8070 eV
Largest force on an atom ... 4.173 eV/Å
LUMO energy (spin up / spin down) ... -6.99 / -6.99 eV
SMILES ... C[SiH]=[N+]=N
Spin multiplicity ... 1
Total charge ... +1

***

6.
DFT (ωB97M-V/def2-TZVPD) results for a structure of composition C4F30N2O8P3S4V at a distorted geometry.

CARTESIAN COORDINATES (ANGSTROEM)
V  -0.301  -0.547  -0.140
P  -0.557  -2.326  2.609
F  0.410  -1.817  1.430
F  -1.689  -2.382  1.450
F  -0.354  -3.891  2.270
F  -1.650  -2.773  3.685
F  0.593  -2.357  3.731
F  -0.905  -0.697  2.685
P  -2.922  1.618  -0.153
F  -1.595  2.579  -0.013
F  -2.156  0.959  -1.428
F  -2.133  0.508  0.655
F  -4.297  0.658  -0.383
F  -3.714  2.178  1.175
F  -3.623  2.719  -1.164
P  1.409  0.881  -2.588
F  0.955  1.706  -3.962
F  0.616  2.071  -1.702
F  -0.040  0.116  -2.639
F  1.728  0.026  -1.227
F  2.104  -0.360  -3.419
F  2.852  1.626  -2.469
C  -0.062  2.511  3.249
F  -0.028  3.799  3.564
F  0.322  1.832  4.343
F  -1.316  2.249  2.852
S  1.173  2.263  1.736
O  2.394  1.833  2.338
O  0.508  1.231  0.917
N  0.994  3.790  0.848
S  2.409  4.323  1.246
O  2.805  4.489  2.652
O  3.332  3.724  0.300
C  2.183  6.117  0.598
F  1.308  6.129  -0.369
F  1.819  6.810  1.687
F  3.405  6.529  0.144
C  -2.122  -3.526  -3.270
F  -1.719  -4.818  -3.529
F  -1.241  -2.690  -3.845
F  -3.264  -3.222  -3.827
S  -2.071  -3.313  -1.339
O  -1.775  -1.902  -1.048
O  -3.310  -3.811  -0.721
N  -0.801  -4.371  -0.706
S  0.508  -3.838  -1.393
O  0.757  -4.249  -2.754
O  0.728  -2.433  -1.092
C  1.839  -4.808  -0.391
F  3.118  -4.412  -0.695
F  1.620  -4.615  0.885
F  1.754  -6.116  -0.782

Computed properties:
Orbital gap (spin up / spin down) ... 7.678 / 3.814 eV
HOMO (spin up / spin down) ... -4.0975 / -5.0970 eV
Largest force on an atom ... 7.842 eV/Å
Expectation value of S² ... 6.013
LUMO energy (spin up / spin down) ... 3.58 / -1.28 eV
Spin multiplicity ... 5
Total charge ... -2